A:
The following is a DFT calculation (wB97M-V/def2-TZVPD) of a 11-piece molecular cluster, C41H114N10O11 overall.

## Properties
SMILES: COC[C@H](C)N.COC[C@H](C)N.COC[C@H](C)N.COC[C@H](C)N.COC[C@H](C)N.COC[C@H](C)N.COC[C@H](C)N.COC[C@H](C)N.COC[C@H](C)N.COC[C@H](C)N.CO
Gap between HOMO and LUMO in eV: 9.43

The geometry in ORCA input format:
```
! RIJCOSX wB97M-V def2-TZVPD def2/J DEFGRID3
* xyz 0 1
O -10.85476 1.54024 3.52429
O -6.73835 -5.07703 -2.25906
O -5.71131 8.80813 -3.45082
O -0.22799 1.16757 -0.16403
O 9.14735 -4.96132 -3.79620
O -1.26091 0.28109 9.15354
O -0.61743 -6.89931 5.04424
O 1.94630 -1.51604 -7.12577
O 6.01501 -6.72001 5.56994
O 0.20227 7.65263 -6.51562
O 11.34526 2.39939 0.14040
N -4.11109 6.05938 -1.37231
N 8.60223 2.98074 -0.24861
N 6.65166 -3.81765 6.45180
N -8.05189 2.60894 3.11573
N 7.23217 -1.78019 -4.16796
N -8.69171 -8.01648 -1.29158
N -1.88363 3.94568 8.55806
N 1.32850 -0.02382 -9.36408
N 0.52673 -8.75374 7.17167
N -2.52034 8.49123 -7.60624
C 9.62951 3.92865 -0.67123
C -5.39753 8.04481 -2.25399
C -1.87627 2.49441 8.32088
C 5.98287 -5.55305 4.80484
C -0.34968 1.28429 -8.28995
C -5.61878 -4.33687 -1.86905
C -8.42858 1.20056 3.00589
C -11.59448 0.78917 2.56687
C -9.68761 0.86265 3.94418
C -1.22682 9.07584 -7.85934
C -6.89087 -6.32444 -1.58219
C 7.98706 -2.82053 -3.53966
C 7.10577 -3.21888 -2.42835
C -2.54024 -0.15184 9.65241
C -9.20490 -5.76861 -0.52349
C 8.97501 5.31362 -0.80885
C 6.20294 -7.95718 4.82699
C -0.27756 8.96275 -6.66175
C -8.43076 -6.62816 -1.59923
C -0.95658 1.67641 9.28268
C 1.34870 7.59173 -5.64491
C 12.65757 2.44771 -0.41836
C -0.74078 -8.91012 6.49668
C 9.49128 -6.08786 -4.61829
C -1.33807 -7.52633 6.13298
C 10.73792 3.67558 0.41594
C 5.56125 -4.27339 5.66291
C -1.46270 2.29974 6.86619
C 1.81132 -2.89990 -7.05715
C -4.73227 6.66010 -2.51947
C -6.03091 10.15745 -3.17626
C -7.17019 0.46053 3.51454
C -1.41203 10.47028 -8.36268
C -5.74063 5.63754 -3.00358
C 1.16389 1.48339 -0.13568
C 0.71036 -0.78779 -7.03310
C 0.91254 0.39424 -8.06466
C -1.72551 -9.61889 7.43925
C 8.48486 -3.93357 -4.51481
C 5.16978 -2.97689 4.90457
C -1.11886 -5.63406 4.64879
H 1.50314 1.67642 -1.15340
H 1.14407 -8.24760 6.55296
H -8.59991 0.92214 1.96607
H -0.79278 8.45614 -8.64399
H -1.08453 0.70819 -8.85226
H -6.25911 5.83622 -3.94156
H -9.79009 -0.21697 4.05387
H 5.30111 -8.25839 4.29401
H 7.07629 -4.65511 6.82391
H -5.26336 4.66673 -3.13719
H 0.53174 -0.39778 -9.85950
H 6.43059 -8.78237 5.50178
H -2.34480 -7.74326 5.77588
H -0.97351 4.37271 8.46104
H 10.17647 -5.74464 -5.39342
H 7.01027 -7.81437 4.10871
H -6.20978 10.63333 -4.14045
H -5.72033 -3.27817 -2.10764
H -2.90554 8.95508 -6.79594
H 13.29835 3.02909 0.24460
H 6.87279 -2.45317 -1.68841
H -8.83947 3.12536 2.75086
H 5.97566 -2.44853 4.39516
H 8.97028 2.09104 0.05646
H -1.29266 -10.53592 7.83900
H 0.59341 -0.49317 -5.99021
H 9.21169 -3.53652 -5.22345
H 1.30889 2.29351 0.57900
H 7.77517 -1.28155 -4.85834
H 1.20931 -3.41082 -7.80859
H -3.54521 6.80770 -0.99829
H 8.14306 2.61679 -1.07129
H 5.16657 -5.54479 4.08255
H -9.23179 -4.71001 -0.78185
H -0.80130 1.64001 -7.36388
H -4.85312 5.80986 -0.73417
H 0.50877 9.71019 -6.76719
H 9.53789 6.09177 -1.32435
H -0.43590 2.53939 6.58987
H 1.50419 6.51566 -5.56753
H -12.15260 -0.02807 3.02373
H -4.75912 -4.70623 -2.42820
H 4.75249 -4.64699 6.29095
H -2.87669 2.06826 8.39614
H -7.47725 -0.56949 3.69582
H 7.61768 -4.37665 -5.00446
H -2.17539 -5.76954 4.41752
H -2.05872 10.56320 -9.23518
H 1.67058 1.03792 -7.61839
H -6.53065 -6.34430 -0.55362
H -0.67033 -9.34601 5.50013
H 13.08071 1.44324 -0.42844
H -1.91148 11.05442 -7.58974
H -8.07140 2.80152 4.10701
H -2.73610 -1.20684 9.46080
H -6.40523 0.51897 2.74023
H 12.71367 2.71953 -1.47243
H -0.46783 10.96351 -8.59357
H -2.61770 -10.00258 6.94442
H -0.72290 9.15250 -5.68514
H -8.89090 -6.37381 -2.55405
H -12.33036 1.47879 2.15334
H 6.90392 -5.30803 4.27597
H 0.34800 -8.10510 7.92496
H -6.28526 7.85245 -1.65149
H -1.04858 1.99438 10.32119
H 8.69576 5.68158 0.17843
H 10.27894 3.50940 1.39053
H -6.45321 5.44208 -2.20225
H -0.86138 -4.87197 5.38434
H -9.34350 1.22570 4.91262
H -5.25243 10.72383 -2.66512
H 1.79990 0.64976 0.16206
H -11.06551 0.45615 1.67391
H 6.40188 -2.13705 -4.61892
H -0.66677 1.96615 -0.46627
H -0.13619 2.13474 -8.93746
H 1.46379 -3.25102 -6.08554
H -10.25203 -6.06261 -0.45143
H -6.22334 -7.07943 -1.99752
H 8.03832 5.14379 -1.33977
H 2.20344 7.97319 -6.20350
H 8.86230 -2.43346 -3.01789
H 2.82504 -3.29469 -7.12528
H -8.34229 -8.51392 -2.09816
H 4.88936 -2.22744 5.64471
H -2.37194 7.51457 -7.39600
H 7.55697 -4.07335 -1.92398
H 10.02716 3.69765 -1.65946
H -5.45081 -4.27579 -0.79381
H 9.90793 -6.87953 -3.99558
H 4.35445 -3.06137 4.18611
H -0.67547 -5.29210 3.71360
H -2.45794 -0.00864 10.72982
H 0.06394 1.85417 8.94348
H 8.55807 -6.48791 -5.01472
H 1.18153 7.96981 -4.63634
H -2.46224 4.28176 7.80152
H -3.88364 6.78205 -3.19254
H -0.09170 -1.44916 -7.36080
H -2.16762 2.81751 6.21573
H -1.35036 -6.83671 6.97701
H 1.82571 -0.89516 -9.24719
H 7.42941 -3.57204 5.85607
H -1.59227 1.29444 6.46533
H 11.42280 4.50357 0.59891
H -6.77184 0.85275 4.45027
H -4.71397 8.64583 -1.65431
H -9.64875 -8.33918 -1.28454
H -2.14020 -9.00613 8.23966
H -8.73446 -5.82345 0.45823
H -3.37164 0.38120 9.19116
H 6.12412 -3.57041 -2.74600
H -6.94247 10.25902 -2.58734
*
```

B:
The following is a DFT calculation (wB97M-V/def2-TZVPD) of a 11-piece molecular cluster, C41H114N10O11 overall.

## Properties
SMILES: COC[C@H](C)N.COC[C@H](C)N.COC[C@H](C)N.COC[C@H](C)N.COC[C@H](C)N.COC[C@H](C)N.COC[C@H](C)N.COC[C@H](C)N.COC[C@H](C)N.COC[C@H](C)N.CO
Gap between HOMO and LUMO in eV: 9.37

The geometry in ORCA input format:
```
! RIJCOSX wB97M-V def2-TZVPD def2/J DEFGRID3
* xyz 0 1
O -3.33351 -0.26548 -4.06599
O 5.33088 1.21730 -1.72526
O 0.35168 3.88107 0.51975
O -0.58261 -0.10107 0.06259
O -3.31076 -3.83210 0.82221
O 0.84822 -4.41800 3.09960
O 1.27663 2.03635 -3.78804
O -0.33279 -3.76935 -2.15721
O -2.87993 0.50525 4.28381
O -4.20210 3.45641 1.38780
O 4.11672 -1.79734 0.55462
N -1.21322 -5.18847 -4.61370
N 7.76463 -1.23015 1.23374
N -2.40098 -1.26207 1.94649
N -1.69593 2.09296 -3.57654
N -0.67946 -0.34146 7.15961
N 5.52389 0.01851 -5.17568
N 0.04581 4.08236 3.35549
N 0.68872 4.61210 -4.79897
N 0.13886 -4.50120 5.72845
N -7.09422 5.61216 1.07378
C -2.86899 -4.74925 -0.16595
C -2.41737 1.29817 -2.57203
C 2.33103 4.26626 2.55850
C -0.72502 -5.83925 -3.36242
C 6.08884 2.17727 -1.03546
C 2.95482 -1.05842 0.30200
C 1.58589 3.71093 -5.44925
C -3.83481 1.94719 -2.39083
C -3.49853 -1.65291 -4.39050
C 0.10748 0.72065 0.97605
C -3.49883 1.68532 4.65960
C -3.68263 -2.56129 0.24498
C -3.74204 -1.49184 1.33788
C 1.29036 -3.57903 1.98502
C -4.23446 -0.21251 0.77099
C -2.26435 -0.17645 5.44338
C -4.95613 4.43071 0.73325
C -2.55097 -0.14921 -2.90201
C -7.17259 3.20206 0.55599
C 5.31384 -1.05014 0.67055
C -2.85718 3.56321 0.94197
C 0.15965 0.05043 4.74535
C 6.01346 -2.27602 2.73105
C -0.87523 0.32389 5.82381
C 5.17961 -0.20020 -3.76352
C -2.19754 -4.74067 5.02795
C 2.23130 2.74474 -4.47567
C 0.46734 5.15550 1.13617
C 0.49248 -2.67125 -1.90177
C 2.71671 4.40191 -6.25574
C 0.30026 -4.99574 -2.64788
C -0.48579 -4.07394 3.49316
C -6.43256 4.30274 1.22603
C 0.93271 4.90634 2.57385
C 0.49803 3.89863 -0.86354
C 6.40033 -1.90664 1.34121
C 5.70843 1.08978 -3.08106
C -0.80097 -4.93307 4.69794
C 1.63582 1.05138 -2.88504
C 5.74527 -1.50989 -3.15964
C -0.33181 -7.29413 -3.56951
H 4.90375 -2.40586 2.87707
H -1.20854 -7.85780 -3.97699
H -1.65232 -4.36285 -4.25741
H -0.57151 -3.00755 3.70177
H 5.37700 -1.64239 -2.13726
H -4.88175 4.36141 -0.34955
H -4.14502 -2.02884 -3.62277
H 1.44827 4.44315 -1.10503
H 0.78322 0.88181 -2.23662
H -0.01832 4.07798 -4.35166
H 7.81660 -0.49835 1.97952
H 8.42524 -1.95315 1.51244
H 0.99483 1.09265 0.51767
H -2.20088 2.01512 -4.45980
H -7.16173 3.46103 -0.50226
H -4.45373 1.40245 -1.66135
H -2.78769 2.35548 5.26623
H 2.90222 -0.68527 -0.72987
H -2.94610 0.03409 6.29289
H -0.90305 4.43995 3.33584
H -1.27738 -0.57731 0.54688
H 6.46006 -2.81377 0.75101
H 0.01612 0.75226 3.91924
H -0.71367 1.94597 -3.69208
H 0.95243 3.08423 -6.09512
H -2.99646 -2.30505 -0.58312
H -5.22239 -0.32396 0.33695
H -0.37281 -5.02586 -5.13672
H 4.07849 -0.12204 -3.63135
H 0.55256 -3.59170 1.15303
H 2.89637 2.08517 -5.08077
H -2.14674 -4.19689 -0.74185
H 6.14528 3.14485 -1.53495
H -1.91518 1.32063 -1.58757
H -2.55976 4.60951 0.77828
H -4.46413 1.48462 5.20356
H 0.95238 -2.30084 -2.79908
H 0.34370 5.18933 -5.53741
H -1.98875 -2.16671 2.10959
H 1.19737 5.66823 0.57522
H -0.01667 3.18747 2.94310
H -0.42103 5.75766 1.09095
H 5.35131 2.03278 -3.55671
H 2.58278 1.31257 -2.34836
H -2.48329 -5.43377 5.79149
H 6.26357 -1.46779 3.42362
H -0.10289 -1.87577 -1.52309
H -8.19164 3.06875 0.89006
H 5.54143 2.27059 -0.08469
H -3.03457 -0.76641 -2.13626
H 5.61991 -0.73951 -0.33324
H -1.56852 -5.76791 -2.64738
H 6.51500 -0.02261 -5.29492
H -6.67174 2.26417 0.61334
H -4.60463 5.43437 1.11126
H 1.16506 -4.81081 -3.26471
H -0.54568 -1.32676 6.93740
H -2.26837 -3.68258 5.46394
H 2.06577 -1.58965 0.47127
H -3.74311 -4.98591 -0.88223
H 0.46665 0.23756 1.86913
H 0.18984 -0.03584 7.63414
H -1.59449 -0.58869 -3.09298
H -6.68345 6.27914 1.66988
H -4.48069 -1.78695 2.10337
H -2.51205 -2.20721 -4.40697
H -3.58225 2.99608 -2.09886
H 0.15187 -1.02438 4.45552
H -0.70580 -5.98773 4.35708
H 0.70499 -5.51125 -1.79135
H -0.33101 4.41429 -1.33412
H -4.60799 -2.67324 -0.28641
H -2.43925 -5.67633 0.21000
H 1.83737 0.16261 -3.50869
H 1.04307 -4.58380 5.31149
H -8.07279 5.52653 1.31262
H -2.87591 -4.75640 4.14164
H 6.76431 1.05497 -3.08001
H -4.31562 0.51137 1.57597
H 5.03214 -0.13240 1.22300
H 2.23568 3.23022 2.37245
H 3.23021 5.18349 -5.70582
H -1.10387 -4.29329 2.61247
H 5.56955 -2.39415 -3.74861
H -3.78387 2.19646 3.74524
H -3.52243 0.17580 0.06691
H -2.45505 -0.73049 2.76990
H 5.07058 -0.68098 -5.75809
H 1.01249 5.86723 3.05645
H 6.81418 -1.40447 -3.04863
H -2.23296 3.10194 1.70207
H 0.45867 -7.40145 -4.27469
H 3.00913 -0.11215 0.95769
H 2.74895 4.40741 3.56130
H 0.02275 -4.87639 6.65547
H 1.16217 -2.98059 -1.09603
H -0.01181 -7.73849 -2.59760
H 2.24563 -3.93693 1.61061
H 2.34435 4.90077 -7.16746
H -2.29596 -1.27935 5.20066
H -3.92074 -1.79213 -5.36110
H -0.94205 1.41097 6.03402
H 1.43299 -2.54989 2.32909
H -6.33386 4.05804 2.33029
H -4.32338 1.95690 -3.34072
H 6.33454 -3.25490 2.99852
H 0.58823 2.90530 -1.29623
H 7.11439 1.72650 -0.92826
H 3.09377 4.65755 1.87060
H 3.47816 3.68302 -6.60996
H -2.65641 3.01767 -0.00110
H 2.82203 3.33736 -3.72128
H 1.13399 0.39963 5.07911
H -0.52609 1.53543 1.29544
*
```

Most stable structure, least stable structure: B, A.